(1)
ORCA calculation (ωB97M-V with the def2-TZVPD basis set) on a gas-phase ion, CH3ClN3O (charge +1).

Geometry (Å):
H  2.71  -1.22  0.11
N  1.76  -1.50  0.11
N  0.99  -0.59  0.06
Cl  1.67  1.18  0.06
N  -0.25  -0.73  -0.14
C  -1.23  0.19  -0.17
O  -1.33  1.41  0.20
H  -2.10  -0.33  -0.50
H  -2.22  1.58  0.28

Total energy = -20113.8565 eV
SMILES string = [H]/N=[N+](Cl)/N=C\O
Highest occupied orbital energy = -16.56 eV
Energy above the lowest of the compared OMol25 structures with the same formula, charge and spin = 3.5 kJ/mol
LUMO = -6.600 eV
Frontier orbital gap = 10.0 eV
Net charge = +1

***

(2)
ORCA calculation (ωB97M-V with the def2-TZVPD basis set) on a molecular structure, C16H18F3MnO3S.

Geometry (Å):
Mn  0.38  0.19  -0.01
C  1.28  -0.75  3.84
C  0.10  -0.51  2.97
C  -1.28  -0.90  3.39
O  0.25  0.05  1.88
H  1.02  -1.22  4.78
H  1.78  0.21  4.02
H  1.99  -1.37  3.29
H  -1.29  -1.47  4.31
H  -1.74  -1.46  2.57
H  -1.87  0.01  3.51
O  1.82  0.17  -0.48
F  -5.32  -7.04  -2.06
C  -4.52  -6.50  -2.98
F  -3.74  -7.48  -3.47
F  -5.29  -6.06  -3.99
C  -3.68  -5.38  -2.42
C  -2.79  -4.74  -3.26
C  -2.01  -3.70  -2.78
C  -2.13  -3.31  -1.44
C  -3.02  -3.97  -0.60
C  -3.80  -5.00  -1.09
C  -1.32  -2.23  -0.94
C  -0.65  -1.31  -0.53
H  -2.70  -5.05  -4.29
H  -1.31  -3.19  -3.42
H  -3.11  -3.66  0.43
H  -4.50  -5.51  -0.44
O  -0.73  1.70  -0.28
S  -1.14  2.06  -1.74
C  -0.99  3.87  -1.77
C  -2.41  4.44  -1.82
C  -3.32  3.45  -1.10
C  -2.94  2.09  -1.68
H  -0.35  4.15  -2.60
H  -0.48  4.10  -0.83
H  -2.73  4.55  -2.85
H  -2.43  5.44  -1.37
H  -4.37  3.66  -1.25
H  -3.12  3.45  -0.02
H  -3.26  1.99  -2.72
H  -3.25  1.21  -1.12

Total energy = -73325.1797 eV
Highest occupied orbital energy (spin up / spin down) = -11.49 / -11.62 eV
Energy above the lowest of the compared OMol25 structures with the same formula, charge and spin = 26.4 kJ/mol
Spin multiplicity = 2
LUMO (spin up / spin down) = -4.005 / -3.822 eV
Frontier orbital gap (spin up / spin down) = 7.5 / 7.8 eV
Net charge = +1

***

(3)
ORCA calculation (ωB97M-V with the def2-TZVPD basis set) on C6H12 in the gas phase.

Geometry (Å):
C  -1.97  -0.67  -0.35
C  -1.05  0.47  -0.77
C  0.38  -0.01  -0.91
C  1.55  0.94  -0.71
C  1.24  -0.10  0.35
C  0.70  0.45  1.85
H  -1.97  -1.47  -1.10
H  -1.63  -1.12  0.60
H  -3.00  -0.33  -0.21
H  -1.09  1.28  -0.04
H  -1.40  0.90  -1.72
H  0.49  -0.72  -1.74
H  1.28  1.93  -0.36
H  2.37  0.95  -1.43
H  1.66  -0.77  1.05
H  1.42  1.20  2.23
H  0.63  -0.31  2.67
H  -0.29  0.86  1.72

Total energy = -6414.1044 eV
SMILES string = CC[C@H]1C[C@H]1C
Highest occupied orbital energy = -9.88 eV
Energy above the lowest of the compared OMol25 structures with the same formula, charge and spin = 273.7 kJ/mol
LUMO = 1.217 eV
Frontier orbital gap = 11.1 eV

***

(4)
ORCA calculation (ωB97M-V with the def2-TZVPD basis set) on a molecular structure, C3H2HoO2.

Geometry (Å):
O  -0.66  -1.16  0.05
C  -1.57  0.61  0.72
C  -1.58  0.64  -0.52
H  -1.40  0.90  1.75
H  -1.45  0.97  -1.54
C  0.98  -1.57  -0.05
O  2.02  -1.05  -0.14
Ho  3.66  0.65  -0.28

Total energy = -32993.2195 eV
Highest occupied orbital energy (spin up / spin down) = -23.98 / -23.89 eV
Spin multiplicity = 5
LUMO (spin up / spin down) = -15.230 / -16.412 eV
Frontier orbital gap (spin up / spin down) = 8.7 / 7.5 eV
Net charge = +3

***

(5)
ORCA calculation (ωB97M-V with the def2-TZVPD basis set) on C10H14N4O5 in the gas phase.

Geometry (Å):
N  -2.37  2.81  0.51
C  -1.52  1.66  0.25
C  -2.03  0.79  -0.96
C  -2.62  -0.48  -0.46
C  -3.89  -0.84  -0.27
N  -3.92  -2.15  0.13
C  -2.63  -2.56  0.16
N  -1.78  -1.57  -0.16
C  -0.09  2.20  -0.07
O  0.11  3.37  -0.37
N  0.98  1.32  -0.06
C  1.07  -0.05  0.34
C  1.39  -1.02  -0.80
C  2.87  -1.00  -1.16
O  3.60  -1.94  -1.08
O  3.33  0.20  -1.55
C  2.07  -0.24  1.51
O  2.99  0.47  1.70
O  1.78  -1.31  2.31
H  -2.31  3.43  -0.31
H  -2.01  3.29  1.32
H  -1.44  1.02  1.14
H  -1.23  0.50  -1.66
H  -2.83  1.25  -1.56
H  -4.83  -0.27  -0.39
H  -4.76  -2.71  0.17
H  -2.38  -3.55  0.51
H  1.85  1.81  -0.25
H  0.07  -0.35  0.70
H  1.17  -2.06  -0.50
H  0.88  -0.71  -1.74
H  4.29  0.10  -1.63
H  0.96  -1.74  2.07

Total energy = -26796.1748 eV
SMILES string = N[C@@H](Cc1c[nH]cn1)C(=O)N[C@@H](CC(=O)O)C(=O)O
Highest occupied orbital energy = -9.23 eV
Energy above the lowest of the compared OMol25 structures with the same formula, charge and spin = 113.5 kJ/mol
LUMO = 0.350 eV
Frontier orbital gap = 9.6 eV

***

(6)
ORCA calculation (ωB97M-V with the def2-TZVPD basis set) on 2 unconnected molecules or ions with the total composition C2H6P2.

Geometry (Å):
C  0.75  -0.07  0.20
C  -1.12  -1.01  0.05
P  2.23  -0.80  0.10
P  0.36  1.67  -0.02
H  -0.85  -2.03  -0.19
H  -1.61  -0.46  -0.72
H  -1.50  -0.90  1.06
H  2.93  0.43  0.00
H  -0.82  1.68  0.73
H  -0.37  1.50  -1.21

Total energy = -20744.9967 eV
Highest occupied orbital energy = -8.88 eV
Energy above the lowest of the compared OMol25 structures with the same formula, charge and spin = 202.3 kJ/mol
LUMO = 0.016 eV
Frontier orbital gap = 8.9 eV

***

(7)
ORCA calculation (ωB97M-V with the def2-TZVPD basis set) on C11H23N5O3 in the gas phase.

Geometry (Å):
H  -1.42  -3.36  -0.36
N  -2.49  -3.41  -0.41
C  -3.05  -2.29  -0.12
N  -4.48  -2.37  -0.25
N  -2.63  -1.09  0.29
C  -3.25  0.21  -0.22
C  -3.13  1.21  1.00
C  -1.60  1.73  1.19
C  -0.64  1.73  -0.02
N  0.77  1.53  0.33
C  1.32  0.35  -0.18
O  0.59  -0.67  -0.63
C  2.83  0.22  -0.24
N  3.55  1.53  0.28
C  3.22  -1.19  0.24
C  2.92  -2.08  -0.99
C  4.62  -1.25  0.58
C  -0.98  3.11  -0.69
O  -0.19  4.09  -1.01
O  -2.39  3.19  -0.59
H  -5.10  -2.33  0.58
H  -4.89  -3.24  -0.84
H  -1.63  -1.27  0.26
H  -4.44  0.10  -0.63
H  -2.46  0.64  -1.15
H  -3.94  2.04  0.89
H  -3.45  0.71  1.91
H  -1.80  2.76  1.78
H  -0.92  0.90  1.93
H  -0.95  0.80  -0.75
H  1.23  2.51  0.05
H  3.21  0.25  -1.25
H  3.88  1.51  1.29
H  4.39  1.68  -0.57
H  2.65  -1.74  1.10
H  1.88  -1.73  -1.60
H  3.73  -1.83  -1.83
H  2.86  -3.29  -0.56
H  4.85  -2.19  1.20
H  5.45  -1.31  -0.19
H  4.78  -0.35  1.18
H  -2.89  4.15  -1.01

Total energy = -25365.7267 eV
SMILES string = [H]/N=C(/N)NCCC[C@H](NC(=O)[C@@H](N)C(C)C)C(=O)O
Highest occupied orbital energy = -8.45 eV
Energy above the lowest of the compared OMol25 structures with the same formula, charge and spin = 848.5 kJ/mol
LUMO = 0.174 eV
Frontier orbital gap = 8.6 eV

***

(8)
ORCA calculation (ωB97M-V with the def2-TZVPD basis set) on 9 unconnected molecules or ions with the total composition C23H28F7NO23.

Geometry (Å):
N  19.41  10.06  16.10
H  18.83  9.32  16.47
H  20.14  9.64  15.53
H  19.80  10.68  16.78
H  18.84  10.59  15.45
C  14.39  5.33  16.90
C  15.67  5.87  16.24
O  16.41  6.76  16.73
O  16.05  5.14  15.27
H  14.52  4.24  16.95
H  13.54  5.84  16.46
H  14.32  5.77  17.89
C  9.83  2.85  19.31
C  10.48  1.60  20.00
O  9.84  1.53  21.24
C  8.70  2.31  21.24
O  7.94  2.41  22.13
O  8.78  3.14  20.14
F  11.80  1.68  20.24
H  9.44  2.52  18.35
H  10.54  3.68  19.22
H  10.30  0.78  19.31
C  21.47  2.48  12.24
C  20.10  1.98  12.38
O  20.21  0.83  13.18
C  21.45  0.57  13.46
O  21.85  -0.16  14.31
O  22.21  1.27  12.49
F  19.68  1.59  11.23
H  21.73  3.20  13.01
H  21.64  2.83  11.22
H  19.34  2.65  12.79
C  14.18  1.02  13.68
C  12.88  1.79  13.86
O  12.27  1.14  14.97
C  12.69  -0.20  15.06
O  12.27  -1.09  15.84
O  13.77  -0.27  14.22
F  12.13  1.72  12.70
H  14.93  1.52  14.30
H  14.53  1.07  12.65
H  12.90  2.86  14.04
C  19.26  9.25  22.42
C  18.91  9.44  21.01
O  19.11  10.84  20.80
C  19.28  11.51  21.94
O  19.61  12.71  21.99
O  19.28  10.63  22.92
F  17.63  9.16  20.74
H  20.20  8.72  22.60
H  18.60  8.63  23.04
H  19.47  8.77  20.36
C  20.68  3.87  17.99
C  19.45  2.97  18.02
O  18.93  2.99  19.33
C  19.36  4.12  19.87
O  18.86  4.65  20.87
O  20.34  4.62  19.16
F  19.65  1.76  17.45
H  20.67  4.47  17.08
H  21.55  3.21  18.00
H  18.68  3.35  17.35
C  12.71  10.21  14.29
C  13.39  9.36  13.31
O  13.29  10.18  12.13
C  12.42  11.14  12.29
O  11.97  11.84  11.38
O  11.85  11.02  13.56
F  12.73  8.23  13.14
H  13.43  10.90  14.73
H  12.17  9.62  15.03
H  14.42  9.06  13.51
C  13.63  7.13  22.75
C  12.92  5.94  22.28
O  12.10  6.51  21.29
C  12.55  7.71  20.89
O  11.99  8.45  20.02
O  13.41  8.05  21.70
F  12.13  5.55  23.29
H  14.66  6.87  22.99
H  13.14  7.59  23.61
H  13.61  5.17  21.93

Total energy = -91904.0419 eV
Highest occupied orbital energy = -7.34 eV
Energy above the lowest of the compared OMol25 structures with the same formula, charge and spin = 805.3 kJ/mol
LUMO = -2.569 eV
Frontier orbital gap = 4.8 eV

***

(9)
ORCA calculation (ωB97M-V with the def2-TZVPD basis set) on a molecular structure, C37H74IO18PS.

Geometry (Å):
C  7.40  2.04  -1.36
C  6.16  2.65  -2.02
C  5.83  2.19  -3.46
I  6.65  3.53  -4.92
C  6.14  0.78  -3.89
O  7.55  0.41  -3.99
S  7.72  -1.11  -3.55
O  8.11  -1.16  -2.18
O  8.48  -1.79  -4.53
O  6.19  -1.50  -3.68
C  5.46  -0.36  -3.13
P  3.64  -0.61  -3.25
C  3.06  0.28  -4.76
C  2.54  1.73  -4.64
C  3.00  0.26  -1.77
C  1.60  -0.25  -1.40
H  7.48  0.96  -1.47
H  8.31  2.50  -1.73
H  7.35  2.24  -0.29
H  6.32  3.73  -2.05
H  5.28  2.50  -1.40
H  4.76  2.26  -3.60
H  5.79  0.69  -4.92
H  5.71  -0.29  -2.06
H  2.28  -0.36  -5.15
H  3.87  0.22  -5.49
H  1.51  1.81  -4.97
H  3.12  2.40  -5.28
H  2.62  2.13  -3.63
H  2.96  1.35  -1.86
H  3.70  0.05  -0.96
H  0.81  0.32  -1.89
H  1.49  -1.31  -1.62
H  1.44  -0.11  -0.33
O  -0.53  1.68  -0.22
C  -1.03  1.55  0.87
O  -1.87  0.53  1.07
C  -2.38  0.21  2.38
C  -3.61  1.02  2.72
C  -0.76  2.54  1.98
H  -1.60  0.29  3.13
H  -2.63  -0.85  2.32
H  -3.40  2.08  2.78
H  -4.01  0.70  3.69
H  -4.39  0.88  1.97
H  -1.43  3.39  1.85
H  0.26  2.89  1.87
H  -0.89  2.14  2.98
O  -0.17  -0.72  4.62
C  -0.49  -1.64  5.33
O  -1.77  -2.06  5.29
C  -2.23  -3.23  5.98
C  -2.57  -2.95  7.43
C  0.48  -2.30  6.28
H  -1.51  -4.04  5.88
H  -3.12  -3.53  5.43
H  -1.69  -2.63  7.99
H  -2.97  -3.84  7.90
H  -3.31  -2.15  7.49
H  0.52  -1.70  7.19
H  1.46  -2.28  5.82
H  0.25  -3.32  6.54
O  2.40  -2.15  -6.65
C  1.32  -2.45  -7.08
O  0.23  -1.97  -6.45
C  -1.10  -2.16  -6.94
C  -1.69  -3.49  -6.52
C  1.16  -3.39  -8.25
H  -1.14  -2.01  -8.02
H  -1.67  -1.34  -6.49
H  -1.13  -4.33  -6.94
H  -2.72  -3.57  -6.85
H  -1.66  -3.59  -5.43
H  1.23  -4.41  -7.88
H  1.99  -3.22  -8.94
H  0.22  -3.28  -8.80
O  -6.06  2.87  2.53
C  -7.15  2.55  2.17
O  -8.22  3.04  2.83
C  -9.57  2.84  2.38
C  -10.15  1.51  2.82
C  -7.36  1.57  1.03
H  -9.64  2.99  1.30
H  -10.12  3.66  2.85
H  -9.61  0.67  2.37
H  -11.19  1.45  2.52
H  -10.08  1.41  3.90
H  -7.27  0.56  1.44
H  -6.56  1.73  0.31
H  -8.31  1.66  0.52
O  5.33  2.87  -11.67
C  5.92  2.17  -10.89
O  5.96  2.55  -9.59
C  6.51  1.72  -8.56
C  8.01  1.85  -8.44
C  6.65  0.92  -11.33
H  6.19  0.68  -8.69
H  6.03  2.08  -7.64
H  8.52  1.52  -9.34
H  8.37  1.26  -7.60
H  8.28  2.90  -8.27
H  7.63  1.22  -11.70
H  6.09  0.48  -12.15
H  6.78  0.18  -10.55
O  2.15  -4.94  7.01
C  3.20  -4.94  6.42
O  4.34  -4.84  7.14
C  5.64  -4.96  6.55
C  6.13  -3.64  5.97
C  3.26  -4.96  4.91
H  5.66  -5.76  5.81
H  6.28  -5.27  7.38
H  5.49  -3.30  5.16
H  7.14  -3.75  5.60
H  6.12  -2.87  6.75
H  3.12  -3.94  4.55
H  2.44  -5.56  4.55
H  4.19  -5.35  4.50
O  -9.66  1.45  6.19
C  -10.20  2.30  6.84
O  -10.49  2.04  8.13
C  -11.00  3.03  9.03
C  -12.51  3.18  8.92
C  -10.61  3.62  6.22
H  -10.49  3.98  8.88
H  -10.73  2.67  10.01
H  -12.81  3.53  7.94
H  -12.87  3.89  9.66
H  -12.99  2.22  9.10
H  -11.57  3.48  5.72
H  -9.87  3.88  5.48
H  -10.71  4.44  6.93

Total energy = -104648.1354 eV
Highest occupied orbital energy = -8.28 eV
Energy above the lowest of the compared OMol25 structures with the same formula, charge and spin = 0.0 kJ/mol
LUMO = 0.527 eV
Frontier orbital gap = 8.8 eV

***

(10)
ORCA calculation (ωB97M-V with the def2-TZVPD basis set) on a molecular structure, C30H56AlBeBrCl3F5N7O16P2S.

Geometry (Å):
C  6.72  2.54  1.20
C  5.20  2.22  1.16
P  5.02  0.47  0.50
C  6.65  -0.41  0.59
N  3.87  -0.42  1.52
C  2.80  -1.09  1.03
N  1.89  -1.86  1.61
C  1.04  -2.38  0.70
N  0.02  -3.23  0.77
C  -0.68  -3.21  1.90
C  -2.17  -3.02  1.73
C  -0.16  -3.40  3.22
N  1.40  -1.91  -0.52
C  0.73  -2.21  -1.80
C  -0.44  -1.19  -2.19
C  -1.79  -1.74  -1.65
C  -2.99  -1.05  -2.30
C  -3.07  0.44  -1.89
C  -3.39  0.63  -0.41
O  -4.77  1.04  -0.23
C  -4.83  1.63  1.02
C  -4.74  3.16  1.02
O  -4.90  0.98  1.98
N  2.48  -1.11  -0.27
O  3.00  -0.52  -1.40
C  4.14  -1.38  -1.90
C  4.98  -0.54  -2.91
C  4.31  -0.69  -4.31
C  6.45  -0.96  -2.91
C  7.34  0.21  -3.44
C  8.84  -0.20  -3.49
C  7.25  1.48  -2.52
C  4.11  -0.42  2.96
F  5.35  0.02  3.23
F  4.05  -1.64  3.47
C  3.15  0.60  3.70
F  3.83  1.25  4.67
F  2.05  0.11  4.17
H  6.91  3.59  1.42
H  7.18  2.28  0.24
H  7.15  1.91  1.99
H  4.76  2.34  2.15
H  4.74  2.90  0.44
H  7.10  -0.40  1.58
H  7.32  0.01  -0.17
H  6.42  -1.45  0.30
H  -2.55  -3.72  0.97
H  -2.40  -2.02  1.36
H  -2.71  -3.23  2.65
H  -0.16  -2.34  3.81
H  -0.77  -4.17  3.71
H  0.85  -3.82  3.15
H  1.45  -2.32  -2.64
H  0.28  -3.20  -1.69
H  -0.54  -1.15  -3.29
H  -0.25  -0.18  -1.79
H  -1.82  -2.81  -1.85
H  -1.78  -1.63  -0.56
H  -2.95  -1.07  -3.40
H  -3.92  -1.54  -2.00
H  -2.11  0.93  -2.12
H  -3.84  0.97  -2.46
H  -3.27  -0.30  0.16
H  -2.73  1.37  0.07
H  -4.92  3.51  0.00
H  -3.74  3.47  1.33
H  -5.52  3.54  1.68
H  3.78  -2.32  -2.34
H  4.78  -1.65  -1.06
H  4.82  0.51  -2.62
H  3.45  0.00  -4.34
H  3.95  -1.71  -4.49
H  4.97  -0.41  -5.13
H  6.56  -1.77  -3.61
H  6.78  -1.28  -1.94
H  6.99  0.45  -4.45
H  9.03  -0.91  -4.30
H  9.08  -0.65  -2.51
H  9.42  0.71  -3.59
H  6.68  2.25  -3.06
H  6.64  1.19  -1.65
H  8.23  1.87  -2.23
H  2.90  1.38  2.96
Br  6.38  -3.51  -2.04
Al  1.57  -0.08  -2.70
C  -9.04  1.00  2.46
C  -8.44  1.17  1.08
O  -9.48  1.80  0.31
S  -10.34  2.75  1.26
O  -9.88  4.08  1.12
O  -11.72  2.41  1.11
O  -9.82  2.18  2.67
H  -9.71  0.14  2.49
H  -8.28  0.90  3.23
H  -8.15  0.23  0.63
H  -7.59  1.84  1.10
O  -6.02  2.27  -5.73
P  -4.53  2.51  -5.59
O  -3.84  1.18  -5.26
O  -4.30  3.51  -4.46
O  -3.94  3.07  -6.88
Be  -13.21  1.86  2.73
C  11.74  -1.00  -1.00
Cl  11.73  -2.44  -2.02
Cl  11.92  0.46  -1.99
Cl  10.28  -0.92  -0.03
H  12.59  -1.06  -0.34
C  -17.47  2.37  4.12
O  -17.58  1.66  5.10
N  -16.44  2.26  3.23
N  -18.38  3.36  3.83
H  -16.33  2.84  2.43
H  -15.75  1.55  3.41
H  -19.15  3.47  4.47
H  -18.31  3.96  3.04
F  0.03  -0.13  4.24
O  15.40  -0.19  -2.34
H  14.45  -0.18  -2.20
H  15.77  -0.36  -1.47
C  -3.30  -4.09  5.36
O  -3.76  -4.43  6.44
O  -3.88  -4.22  4.26
O  -2.17  -3.56  5.20

Total energy = -232800.6522 eV
Highest occupied orbital energy = -5.91 eV
LUMO = -3.782 eV
Frontier orbital gap = 2.1 eV
Net charge = -1